1.
The following is a DFT calculation (ωB97M-V/def2-TZVPD) of a 7-piece molecular cluster, C34H47FN8O3P2S overall.

Properties
Energy ... -3168.23099 Eh
Kohn-Sham gap ... 8.0 eV
Strongest force on any atom ... 2.53 eV/Å
SMILES string ... CC[C@@H](F)[C@@](C#N)(P(O)O)[C@](C#N)(CCCS)[PH2]=O.c1cc[nH]c1.c1cc[nH]c1.c1cc[nH]c1.c1cc[nH]c1.c1cc[nH]c1.c1cc[nH]c1
M ... 728.82 g/mol

Geometry (Å):
C 5.69642 -0.43161 1.33318
C 5.40909 -1.66268 0.45514
C 3.93669 -2.15445 0.53458
F 3.38658 -1.64576 1.70558
C 3.08375 -1.73139 -0.66852
C 3.37163 -0.30225 -0.94689
N 3.43236 0.83649 -1.10704
P 3.64633 -2.73981 -2.25566
O 5.17544 -3.26256 -1.94560
O 3.82512 -1.61890 -3.44612
C 1.52550 -1.93373 -0.49962
C 0.92605 -2.45659 -1.76393
N 0.28469 -2.84482 -2.63681
C 0.71801 -0.61893 -0.26992
C 0.98269 0.08267 1.06178
C 0.29064 1.48191 1.17741
S -1.15022 1.79961 0.10458
P 1.12075 -3.24562 0.75973
O 1.87939 -4.49960 0.56621
H 4.89135 0.29853 1.33384
H 6.56245 0.08010 0.90460
H 5.97752 -0.70903 2.34573
H 6.04757 -2.47079 0.81315
H 5.71432 -1.46946 -0.57051
H 3.96100 -3.24167 0.60141
H 5.78763 -2.60898 -2.33005
H 2.98481 -1.13976 -3.50662
H 0.82005 0.03594 -1.13202
H -0.33219 -0.93026 -0.26076
H 0.57793 -0.52964 1.86752
H 2.04069 0.28003 1.20392
H -0.02876 1.67858 2.19756
H 1.04758 2.21845 0.91031
H -0.61367 1.84852 -1.12645
H 1.26912 -2.63098 2.01331
H -0.26620 -3.43817 0.58282
C -2.04580 2.10345 5.75906
C -2.20264 0.78631 6.26890
C -2.27824 -0.06125 5.19671
N -2.17602 0.69200 4.05852
C -2.03082 2.01339 4.39347
H -1.95458 3.01193 6.33020
H -2.25434 0.49566 7.30457
H -2.39686 -1.13007 5.14561
H -2.20435 0.33082 3.12239
H -1.93128 2.77104 3.63373
C -3.08143 -2.77261 -0.56847
C -4.44711 -2.43415 -0.36461
C -4.90888 -1.88404 -1.53011
N -3.87354 -1.87561 -2.42523
C -2.75574 -2.41603 -1.85133
H -2.41706 -3.22777 0.14676
H -5.01875 -2.57519 0.53652
H -5.87847 -1.50003 -1.79779
H -3.92529 -1.52456 -3.36339
H -1.83175 -2.49834 -2.39785
C 9.95993 -2.06005 -3.48832
C 10.67748 -3.28552 -3.47431
C 9.78686 -4.27774 -3.16227
N 8.56006 -3.70083 -2.98478
C 8.65703 -2.34965 -3.18521
H 10.35484 -1.08028 -3.69784
H 11.72732 -3.42211 -3.67125
H 9.92028 -5.33998 -3.05157
H 7.71970 -4.19481 -2.74385
H 7.79545 -1.70842 -3.09487
C -4.87220 5.53632 0.25623
C -5.05379 5.50689 -1.15265
C -4.54384 4.31755 -1.60696
N -4.06109 3.63264 -0.52856
C -4.25980 4.36409 0.60921
H -5.15807 6.32590 0.93036
H -5.50965 6.27067 -1.76322
H -4.48394 3.90516 -2.60001
H -3.62423 2.72974 -0.56369
H -3.94796 3.98977 1.56914
C -1.49503 9.30082 -2.98515
C -0.66939 8.16955 -3.22171
C -1.42180 7.05500 -2.95679
N -2.66468 7.46802 -2.56826
C -2.71974 8.83329 -2.58530
H -1.22173 10.33688 -3.09584
H 0.35722 8.17367 -3.54811
H -1.17907 6.00740 -3.01040
H -3.42167 6.85862 -2.30670
H -3.62133 9.35441 -2.31180
C -5.85781 -5.03495 3.83043
C -7.22400 -4.70233 4.03821
C -7.69077 -4.15072 2.87522
N -6.65979 -4.13433 1.97609
C -5.54056 -4.67449 2.54789
H -5.18685 -5.48847 4.54059
H -7.79710 -4.85211 4.93773
H -8.66252 -3.76993 2.61177
H -6.71671 -3.78219 1.03849
H -4.62027 -4.75588 1.99457

=====

2.
The following is a DFT calculation (ωB97M-V/def2-TZVPD) of C34H47N2P3Si2W as an isolated structure.

Properties
Energy ... -3103.05751 Eh
Kohn-Sham gap (spin up / spin down) ... 6.9 / 7.6 eV
Net charge ... +2
Strongest force on any atom ... 2.22 eV/Å
M ... 816.70 g/mol
Spin multiplicity ... 3

Geometry (Å):
W 0.38197 0.69408 1.33578
C -0.58081 2.96659 2.55466
Si -1.68826 3.08054 0.98053
C -1.45937 4.64731 -0.01233
C -3.45186 2.89381 1.58148
N -0.97958 1.67205 0.19345
P -1.59654 0.31125 -0.55062
C -0.55903 -0.92905 0.13981
P 1.02846 -1.24037 -0.53077
N 1.88934 -0.10479 0.32694
Si 3.37632 0.83781 0.01672
C 4.47160 -0.09115 -1.18011
C 4.08483 1.07205 1.75120
C 2.77477 2.54742 -0.55538
C 1.58205 -2.87389 -0.02834
C 0.88293 -3.99693 -0.47006
C 1.30029 -5.26023 -0.08582
C 2.40394 -5.40516 0.74604
C 3.08680 -4.28721 1.20362
C 2.68111 -3.01921 0.81534
C 1.38990 -1.00566 -2.27576
C 1.78697 -2.05099 -3.10448
C 2.11782 -1.78207 -4.42464
C 2.05715 -0.48419 -4.91036
C 1.67110 0.56108 -4.07919
C 1.34265 0.30184 -2.76136
C -1.77397 0.63641 -2.31041
C -2.12430 -0.42761 -3.13950
C -2.30740 -0.20515 -4.49357
C -2.15283 1.07532 -5.01060
C -1.81631 2.13593 -4.17983
C -1.61827 1.91924 -2.82482
C -3.27413 -0.04203 0.01083
C -3.47692 -0.88867 1.09917
C -4.76528 -1.16735 1.52591
C -5.85188 -0.61591 0.85885
C -5.65255 0.23478 -0.21963
C -4.36676 0.52100 -0.64850
H -0.68175 3.85332 3.18179
H -0.92744 2.12443 3.17032
H 0.49951 2.88354 2.31633
H -1.74308 5.49614 0.61551
H -0.43701 4.80975 -0.35578
H -2.12319 4.65829 -0.87931
H -3.67204 3.69378 2.29313
H -4.16254 2.99189 0.75961
H -3.63935 1.93892 2.07506
H 4.40319 -1.17104 -1.03134
H 4.20702 0.12042 -2.21746
H 5.51453 0.19934 -1.03697
H 4.55198 0.16856 2.14873
H 4.84812 1.85324 1.74489
H 3.29891 1.38622 2.44638
H 2.91408 2.68962 -1.62854
H 1.71217 2.69017 -0.33616
H 3.33105 3.34005 -0.05149
H 0.00725 -3.87341 -1.09779
H 0.76597 -6.13531 -0.43070
H 2.73362 -6.39304 1.03832
H 3.93868 -4.40283 1.86115
H 3.21362 -2.13889 1.15599
H 1.84665 -3.06281 -2.72595
H 2.42863 -2.58955 -5.07389
H 2.32596 -0.28264 -5.93888
H 1.62487 1.57225 -4.46195
H 1.06929 1.10985 -2.09573
H -2.25303 -1.41624 -2.71185
H -2.58119 -1.02406 -5.14521
H -2.30294 1.25250 -6.06742
H -1.70644 3.13434 -4.58265
H -1.33874 2.73353 -2.16724
H -2.61753 -1.33947 1.57831
H -4.92765 -1.82337 2.37106
H -6.85686 -0.86871 1.16956
H -6.50164 0.67206 -0.72808
H -4.20449 1.17611 -1.49611
C -0.55042 0.13822 4.87913
P 0.50179 -0.48819 3.52267
C 2.12991 -0.65588 4.33033
C -0.04609 -2.21825 3.34721
H -0.50596 -0.56417 5.71092
H -1.58682 0.22580 4.55034
H -0.19892 1.11051 5.22463
H 2.00029 -1.26715 5.22322
H 2.52710 0.31588 4.62190
H 2.83685 -1.14397 3.66062
H 0.15525 -2.77056 4.26530
H 0.47932 -2.69071 2.51751
H -1.11449 -2.24938 3.13634

=====

- Among the records above, which one has the lowest energy?
  C34H47FN8O3P2S